Molecular formula: C46H123N9O14
Method: DFT, wB97M-V/def2-TZVPD

Atoms and positions in Å:
C  -1.84501  4.71405  -3.18144
O  -1.83961  4.98207  -4.55685
C  -0.92065  4.24812  -5.36207
C  -1.01625  2.74730  -5.19147
C  0.00452  1.97300  -6.00488
N  -2.35136  2.22606  -5.61368
H  -0.91739  4.78268  -2.59697
H  -2.29179  3.73426  -2.99844
H  -2.44048  5.46552  -2.66268
H  -1.11122  4.51853  -6.40133
H  0.08329  4.62845  -5.13524
H  -0.95868  2.50757  -4.12215
H  -0.10120  0.89346  -5.93199
H  1.00224  2.26507  -5.66064
H  -0.08435  2.22164  -7.06403
H  -3.05375  2.63276  -5.00238
H  -2.32014  1.24101  -5.33622
C  -4.29065  4.76590  -0.58962
O  -4.64004  3.78819  -1.55744
C  -4.79307  2.52531  -0.92288
C  -5.19125  1.44745  -1.91210
C  -5.28799  0.13426  -1.14872
N  -4.13500  1.31865  -2.93418
H  -5.10094  4.96805  0.11816
H  -4.13949  5.64361  -1.21661
H  -3.39173  4.47991  -0.03406
H  -3.82451  2.28585  -0.46147
H  -5.53235  2.56486  -0.11444
H  -6.17314  1.65834  -2.34950
H  -5.35650  -0.75398  -1.78805
H  -6.19222  0.11546  -0.53988
H  -4.37598  -0.11518  -0.59876
H  -4.50690  0.63922  -3.59236
H  -4.13228  2.21718  -3.41285
C  0.20537  -3.56119  -2.51043
O  0.64793  -2.60565  -3.45456
C  -0.24326  -1.53678  -3.67845
C  -1.45928  -1.86963  -4.56492
C  -0.97918  -2.23290  -5.96471
N  -2.34055  -0.70923  -4.69625
H  1.10111  -4.14539  -2.29340
H  -0.66156  -4.12015  -2.86694
H  -0.06279  -3.08946  -1.55630
H  -0.62518  -1.16807  -2.71764
H  0.35885  -0.77365  -4.17718
H  -1.97254  -2.74319  -4.14229
H  -0.24459  -1.54273  -6.37787
H  -1.81545  -2.38531  -6.65107
H  -0.46957  -3.20379  -5.96113
H  -3.21578  -0.98614  -5.13128
H  -2.59308  -0.40148  -3.75472
C  2.31996  3.48368  5.24225
O  1.66420  3.52135  3.99844
C  0.96248  4.71669  3.72971
C  0.05280  4.38697  2.53104
C  0.85065  4.13296  1.26772
N  -0.78798  5.55192  2.24503
H  2.62892  2.45496  5.43536
H  1.71769  3.90753  6.04787
H  3.29169  3.99790  5.26883
H  0.33771  5.09404  4.54637
H  1.64361  5.51908  3.41798
H  -0.48096  3.46500  2.76827
H  1.52759  3.27271  1.27862
H  1.58720  4.92222  1.06855
H  0.21291  4.01004  0.39285
H  -1.27164  5.83101  3.09984
H  -0.23344  6.38417  2.06140
C  2.26634  3.45021  -2.16292
O  3.15851  4.40591  -2.68813
C  3.20348  5.64640  -2.03512
C  4.32393  6.51170  -2.64372
C  4.29613  7.88693  -1.97350
N  4.01173  6.73383  -4.07815
H  2.42284  2.47544  -2.61865
H  1.23495  3.79723  -2.26253
H  2.46280  3.31517  -1.09100
H  2.26163  6.17127  -2.26821
H  3.20880  5.58398  -0.93788
H  5.30256  6.05026  -2.51808
H  4.40388  7.78777  -0.89342
H  3.34296  8.39850  -2.15135
H  4.98907  8.56537  -2.46985
H  3.78645  5.80361  -4.44445
H  3.05965  7.10842  -4.05863
C  4.62917  -5.00133  -0.81929
O  4.17190  -3.68921  -1.01142
C  3.87588  -2.93309  0.15457
C  3.04324  -1.73565  -0.29498
C  3.84339  -0.71369  -1.13699
N  2.57049  -0.94798  0.84821
H  3.77557  -5.66746  -0.62958
H  5.33280  -5.08344  0.01244
H  5.04791  -5.36041  -1.75716
H  3.35285  -3.65005  0.80342
H  4.78322  -2.56115  0.64755
H  2.24091  -2.04844  -0.96652
H  3.15854  0.09867  -1.39199
H  4.22118  -1.14830  -2.06215
H  4.63751  -0.22894  -0.56691
H  3.28120  -0.35097  1.26950
H  2.28359  -1.58122  1.59246
C  -1.57290  -6.44213  9.18805
O  -1.32916  -6.21243  7.81683
C  -1.13741  -4.85764  7.49577
C  -1.03705  -4.64315  6.01977
N  -0.92672  -3.22900  5.64597
C  -1.17781  -3.03106  4.22166
C  -0.90678  -1.60038  3.81094
O  0.48549  -1.35878  4.04028
C  0.86799  -0.02167  3.92750
H  -0.61435  -6.29864  9.69635
H  -1.80224  -7.50381  9.28528
H  -2.40831  -5.89686  9.62988
H  -0.35343  -4.38402  8.10736
H  -1.99658  -4.28199  7.88343
H  -1.89167  -5.11547  5.52912
H  -0.14995  -5.17156  5.64011
H  0.07318  -3.04798  5.71310
H  -2.20472  -3.33782  4.00841
H  -0.56158  -3.67268  3.57273
H  -1.45674  -0.94134  4.48910
H  -1.05247  -1.42384  2.74379
H  1.85868  0.15625  4.34396
H  0.21092  0.67886  4.46299
H  0.84921  0.28885  2.87378
C  6.58668  -3.48645  3.07137
O  6.33461  -2.10483  3.01234
C  5.13074  -1.71707  3.62677
C  5.05875  -0.19511  3.69047
N  4.97050  0.38785  2.34691
C  4.62617  1.82467  2.43762
C  4.43594  2.43664  1.06373
O  5.68777  2.55358  0.42727
C  5.60114  2.69792  -0.97861
H  5.80318  -4.01892  2.51676
H  6.63210  -3.86356  4.09469
H  7.49716  -3.74220  2.53306
H  5.12264  -2.06702  4.66721
H  4.25727  -2.11260  3.09893
H  5.95496  0.18880  4.19052
H  4.16523  0.00585  4.28582
H  5.93757  0.39038  2.02752
H  5.41195  2.41061  2.93004
H  3.68395  1.83993  2.99051
H  3.95251  3.42123  1.15231
H  3.74299  1.84700  0.44945
H  6.60181  2.90719  -1.34680
H  4.92265  3.52301  -1.21439
H  5.20957  1.83030  -1.51762
C  -5.22614  -8.93831  -2.70580
O  -5.69437  -8.07274  -1.70391
C  -4.65711  -7.62220  -0.84288
C  -3.79936  -6.51703  -1.44421
N  -4.68272  -5.48216  -1.97216
C  -3.97936  -4.38370  -2.60057
C  -3.69802  -3.26851  -1.59901
O  -2.58585  -3.62645  -0.79069
C  -2.16233  -2.63794  0.10324
H  -4.41619  -8.51141  -3.30886
H  -6.08514  -9.24455  -3.29960
H  -4.79141  -9.83826  -2.24042
H  -4.02747  -8.48605  -0.59407
H  -5.11027  -7.30824  0.09615
H  -3.16595  -6.94170  -2.23387
H  -3.15737  -6.08250  -0.67987
H  -5.49826  -5.83828  -2.44048
H  -4.69755  -3.83795  -3.22830
H  -3.13547  -4.65854  -3.23598
H  -4.58599  -3.05756  -0.99556
H  -3.41664  -2.31723  -2.07692
H  -1.26431  -2.86666  0.68304
H  -2.92608  -2.35209  0.83745
H  -1.85839  -1.73953  -0.45346
C  0.28066  0.75548  -0.44347
C  -0.90268  1.47472  -0.97692
O  -1.84250  0.53189  -1.47546
H  0.78515  0.12538  -1.17609
H  -0.02011  0.11743  0.39078
H  1.04446  1.43385  -0.05955
H  -0.58707  2.08323  -1.83680
H  -1.34885  2.15955  -0.24603
H  -2.69682  0.95230  -1.68966
C  -3.60544  2.27897  2.60843
C  -3.13387  0.87625  2.29753
O  -4.16636  -0.07550  2.52592
H  -3.92547  2.34254  3.65536
H  -4.39961  2.66732  1.97705
H  -2.78135  3.00160  2.61009
H  -2.19307  0.56160  2.76162
H  -2.97148  0.68875  1.22575
H  -4.42028  -0.08620  3.45677

Calculated values
Largest force on an atom ... 2.25 eV/A
Relative energy (zero: lowest compared OMol25 entry of this formula, charge and spin) ... 0.0 kJ/mol
Kohn-Sham gap ... 0.32962 Ha
SMILES string ... COC[C@H](C)N.COC[C@H](C)N.COC[C@H](C)N.COC[C@H](C)N.COC[C@H](C)N.COC[C@H](C)N.COCCNCCOC.COCCNCCOC.COCCNCCOC.CCO.CCO
E ... -91764.8707 eV
Multiplicity ... 1